No. 1
91
Properties=species:S:1:pos:R:3:lowdin_spin:R:1 method="wB97M-V/def2-TZVPD" gap_ev="3.693 / 3.682" relative_energy_kj_mol=119.52 homo_ev="-6.613 / -6.611" multiplicity=2 molar_mass_g_mol=881.96 total_energy_ev=-94444.0443 charge=0
Ru -0.75216 -0.79648 0.90753 0.80
S 1.62149 -1.24942 -0.04537 -0.07
S -0.58341 0.74015 -1.32298 -0.03
P -2.10081 0.92985 1.89702 -0.01
O 0.75771 -6.37336 4.90133 0.00
O 0.54010 -0.44740 2.67135 0.04
O 1.13635 -1.40216 4.58892 0.01
O -2.30078 -2.16810 -0.80358 0.11
O 0.39487 -7.48561 2.96201 0.00
N 1.30318 1.30745 -3.09341 0.03
N -0.47458 -2.77576 1.74717 0.01
N 3.12439 -0.55765 -2.10983 0.04
C 3.27896 -0.05063 -3.44957 0.00
C 0.13891 -5.14624 2.98689 0.00
C -6.08211 0.74544 0.77363 0.00
C 0.30766 0.98855 -7.60526 0.00
C -3.72260 -0.61797 0.31898 0.00
C -2.31772 4.93958 1.28660 0.00
C 5.33609 -0.13223 -1.19796 0.00
C -1.35613 0.82696 4.56791 0.00
C -2.66857 -1.56271 5.07815 0.00
C -0.49581 -0.86264 -6.31794 0.00
C 0.56101 -3.95845 3.54183 0.00
C 4.27437 -1.16764 -1.47638 0.00
C -3.29503 4.52758 3.44122 0.00
C 0.44502 1.73389 -6.44553 0.00
C -0.36792 -0.11590 -5.16177 0.00
C 0.22936 -2.78460 2.87888 0.00
C 5.06876 0.90077 -0.30692 0.00
C 6.00958 1.88720 -0.07664 0.00
C 1.93488 -0.34802 -1.47447 0.01
C -2.11980 0.22084 3.56950 0.00
C 2.67592 1.34909 -3.52780 0.00
C 7.51149 0.81336 -1.60358 0.00
C -2.36406 2.71179 2.17874 0.00
C -0.15337 -0.31498 -7.54338 0.00
C 0.48708 -6.55671 3.73656 0.00
C -1.29193 0.26039 5.82604 0.00
C -0.60107 -5.14344 1.81863 0.00
C -2.94770 5.40609 2.42756 0.00
C -6.07522 -0.36921 -0.05273 0.00
C 7.23045 1.84986 -0.73043 0.00
C -0.88211 -3.92776 1.22003 0.00
C 0.69192 -1.41755 3.45891 0.00
C -3.73265 0.48048 1.18917 0.00
C -1.95597 -0.93002 6.08651 0.00
C 0.98389 0.53147 -2.01855 0.01
C -2.01919 3.59443 1.16032 0.00
C -2.74958 -0.99751 3.81707 0.00
C 0.11500 1.18675 -5.21246 0.00
C 6.56641 -0.17091 -1.83923 0.00
C -4.89910 -1.05508 -0.28476 0.00
C -2.45179 -1.28577 0.00658 0.02
C -4.91897 1.17060 1.39925 0.00
C -3.01007 3.18035 3.31957 0.00
C 0.31729 1.95719 -3.92854 0.00
H -0.25650 -0.89853 -8.44615 0.00
H -3.16995 6.45664 2.53082 0.00
H 4.33842 -0.01452 -3.70235 0.00
H 6.79356 -0.98273 -2.51616 0.00
H -6.98214 -0.70315 -0.53082 0.00
H -0.71231 0.74209 6.59809 0.00
H -3.80855 4.88965 4.31896 0.00
H -4.86369 -1.91652 -0.93562 0.00
H -3.31182 -1.49253 3.03039 0.00
H -0.65087 -0.54186 -4.21032 0.00
H -3.15674 -2.50680 5.26753 0.00
H 3.93903 -1.62158 -0.54157 0.00
H 0.65854 2.97426 -4.14278 0.00
H -7.00122 1.29223 0.92769 0.00
H 3.25303 2.03096 -2.88615 0.00
H -0.86223 -1.87673 -6.26235 0.00
H -4.94160 2.03426 2.04861 0.00
H 4.12171 0.92078 0.21253 0.00
H -1.52715 3.20817 0.27723 0.00
H 1.12390 -3.91541 4.46180 0.00
H -0.61460 2.01100 -3.36134 0.00
H -0.80728 1.73207 4.34392 0.00
H 7.96481 2.62116 -0.55235 0.00
H 5.79401 2.68418 0.61954 0.00
H 2.76894 -0.71522 -4.16208 0.00
H -3.29194 2.49132 4.10311 0.00
H 8.46778 0.76786 -2.10271 0.00
H 0.56846 1.42565 -8.55753 0.00
H -2.07509 5.62521 0.48861 0.00
H -0.94640 -6.06288 1.37526 0.00
H 0.79951 2.75378 -6.50617 0.00
H 4.67067 -1.95419 -2.12732 0.00
H 2.70749 1.72223 -4.55128 0.00
H -1.91108 -1.36923 7.07190 0.00
H -1.43061 -3.87985 0.28431 0.00

No. 2
15
Properties=species:S:1:pos:R:3:nbo_charge:R:1 method="wB97M-V/def2-TZVPD" gap_ev="7.097 / 7.104" relative_energy_kj_mol=277.20 homo_ev="-12.099 / -12.109" multiplicity=1 molar_mass_g_mol=163.32 total_energy_ev=-20093.4273 charge=+1
Mg 0.65733 -0.09416 -1.32729 1.72
O 2.49655 2.40845 0.38914 -0.40
O 0.31081 -3.30957 0.88491 -0.69
O 0.66286 1.87137 -0.73042 -0.78
O 1.42113 -1.35333 0.90485 -0.57
O 0.24897 -1.99292 -0.86794 -1.02
C 2.93673 0.10801 -0.33655 -0.90
C 0.60582 -2.24026 0.34940 0.98
C 1.38568 2.61177 -0.09443 0.94
C 2.80310 -1.15529 0.49490 -0.12
Li -1.03665 -3.52527 -0.58768 0.97
H 3.43922 -0.11710 -1.29216 0.21
H 3.34451 -1.10245 1.44803 0.22
H 3.13127 -2.02435 -0.09174 0.19
H 3.84219 0.59420 0.05241 0.25

No. 3
24
Properties=species:S:1:pos:R:3:lowdin_spin:R:1 method="wB97M-V/def2-TZVPD" gap_ev="5.782 / 7.581" homo_ev="-2.679 / -5.235" multiplicity=3 molar_mass_g_mol=216.24 total_energy_ev=-28970.7661 charge=-1
S -3.09350 0.07815 0.08730 0.02
O -4.21598 -0.81906 -0.19821 0.00
O -2.90879 0.29754 1.53590 0.09
O -2.99753 1.33782 -0.69549 0.01
O 0.85162 -1.33269 0.11081 0.09
N 1.81942 0.61894 -0.06717 0.03
C 0.89340 3.32696 0.00255 0.05
C -1.76505 -2.36187 -0.11158 0.11
C 3.27259 -1.44918 -0.16064 0.00
C -1.62079 -0.92555 -0.27131 0.64
C 1.95423 -0.62117 -0.05952 0.02
C -0.02373 2.08078 0.11183 0.40
C -0.16634 -0.47775 0.11854 0.36
C 0.44953 0.85224 0.04120 0.07
H 0.49353 3.99224 0.76161 0.00
H -0.86320 -2.87793 -0.52422 0.01
H 3.85528 -1.16402 0.77135 0.00
H -2.63880 -2.71630 -0.65138 0.01
H 0.83870 3.40464 -1.08530 0.02
H 3.03887 -2.53585 -0.24906 0.00
H 3.65681 -1.30043 -1.07367 0.00
H -1.79868 -2.72471 0.98299 0.04
H 1.92401 3.03211 0.19799 0.00
H -0.95559 2.28509 0.42548 0.02

No. 4
12
Properties=species:S:1:pos:R:3:nbo_charge:R:1 method="wB97M-V/def2-TZVPD" gap_ev=8.938 relative_energy_kj_mol=291.25 homo_ev=-8.192 multiplicity=1 molar_mass_g_mol=98.17 total_energy_ev=-16113.5199 charge=0 smiles="C1=C2SCC[C@@H]12"
S 1.97957 -0.51246 0.15953 0.30
C -0.91499 -0.45102 -0.04608 -0.41
C 1.15379 0.92496 -0.18023 -0.19
C 0.39562 -1.40560 0.20124 -0.51
C 0.30739 1.86561 0.33489 -0.17
C -0.31162 0.80796 -0.53299 -0.27
H -1.51324 -0.87074 -0.80315 0.22
H 0.39758 -2.21418 -0.51000 0.22
H 0.41147 -1.68755 1.16320 0.21
H 0.16065 2.80525 0.76082 0.22
H -0.64556 1.11434 -1.46678 0.18
H -1.42067 -0.37659 0.91955 0.21

No. 5
148
Properties=species:S:1:pos:R:3:mulliken_charge:R:1 method="wB97M-V/def2-TZVPD" gap_ev=8.918 relative_energy_kj_mol=179.07 homo_ev=-8.444 multiplicity=1 molar_mass_g_mol=768.17 total_energy_ev=-68846.0944 charge=0 smiles=COC[C@H](C)N.COC[C@H](C)N.COC[C@H](C)N.COC[C@H](C)N.COC[C@H](C)N.CCO.CCO.CCO.CCO.CCO.CCO.CCO
O 2.99401 -1.70193 -2.43309 0.12
O -0.52646 1.09851 -5.18650 0.04
O -2.08727 -1.73181 3.54976 -0.08
O 1.39588 -0.46858 4.50447 -0.25
O 2.45845 -5.11223 2.98620 -0.55
O -3.58952 0.02222 -5.00944 -0.40
O 0.23020 3.55164 1.35745 0.14
O -0.45697 0.94590 -0.21469 0.58
O 7.54783 0.19199 2.81168 -0.52
O -3.67171 3.89206 -2.24787 -0.46
O -3.89079 1.50189 -0.66921 0.37
O 0.44649 -3.25001 3.69286 0.23
N 6.66827 -1.55287 -2.58641 -0.75
N -1.62863 1.73115 2.75236 0.28
N -4.61435 -1.56377 -2.51181 -0.65
N -4.48919 -2.25380 0.84407 -0.31
N -1.73816 3.58406 -4.55012 -0.38
C -2.31620 -2.04017 -3.15675 -1.77
C 3.51374 -4.55255 2.21672 -0.18
C 5.14297 0.19595 -2.79086 -1.55
C 0.25565 2.28876 -5.38757 -1.21
C 1.40458 4.25285 1.06329 -0.86
C 1.97705 -2.58454 -2.96998 -0.39
C 3.22321 -4.19587 0.79296 -0.54
C -2.11028 -1.78109 0.63460 -0.51
C 0.52840 -0.06444 -0.34413 -0.23
C -3.71917 5.32907 -2.13975 -0.34
C -6.04711 0.82872 0.10278 -1.27
C -0.84089 -5.13615 4.60049 -1.15
C 1.57805 -0.09889 0.78558 -0.70
C -0.27414 3.30066 -4.38114 0.35
C 2.64680 -0.07171 4.91815 -0.71
C -3.25149 -2.32678 1.54552 0.02
C 6.99189 -1.99939 1.89055 -0.23
C 7.62550 -1.18831 2.99878 -0.48
C 5.31068 -1.15850 -2.25591 1.24
C -1.56936 3.18530 2.85447 0.86
C -2.93733 5.72276 -0.90902 -0.94
C -4.92185 1.80653 0.23252 0.16
C 4.29529 -2.17808 -2.73760 -1.14
C -3.30213 -0.92444 -2.73506 2.10
C -0.15459 3.65354 2.73661 -0.97
C -2.22333 3.72596 4.12837 -1.97
C 0.03904 -0.05415 -5.77515 -0.62
C 0.06184 -3.90434 4.90791 -0.43
C -3.43322 0.32448 -3.61357 0.56
C -2.06233 -1.04836 4.82859 -0.65
C -4.18346 1.06599 -5.76969 -0.74
C -3.27672 -1.49299 2.83020 -0.71
C 0.09442 2.83783 -2.96294 -0.68
C 3.71332 -0.46135 3.93977 -0.34
H 0.96315 -2.14132 -3.03086 -0.29
H -4.74372 0.62104 -6.62076 0.26
H -1.95649 4.35791 -5.16749 0.25
H -2.03240 3.63511 1.97333 -0.02
H 3.95113 -3.67398 2.68761 -0.02
H 2.67744 -3.28945 0.60183 0.00
H 2.12234 3.89363 1.83734 0.33
H -6.94922 1.17902 0.54437 0.46
H -2.34203 4.80083 4.10554 0.49
H 1.22291 -0.70227 1.66128 -0.09
H -4.18461 -1.70541 3.40542 0.37
H -3.49371 1.77577 -6.17990 0.24
H -1.11981 -1.31045 5.29517 0.09
H -5.21627 -2.71765 1.42069 0.29
H -1.90230 -4.88073 4.52699 0.26
H -4.79126 5.61276 -2.11515 0.31
H 1.33496 -1.42529 4.29000 0.13
H 4.41382 -2.34400 -3.79723 0.38
H 2.58657 1.00886 4.89228 0.39
H 7.23388 -1.52494 0.83723 0.05
H -0.04315 -0.92914 -0.21493 0.19
H -2.83020 -1.42588 5.46882 0.32
H 5.21852 -1.07077 -1.20102 -0.04
H 7.40968 -3.00368 1.88606 0.40
H -2.91825 -3.36110 1.88451 0.15
H 3.67138 -1.54890 3.86031 0.01
H -1.52529 1.37696 1.79664 -0.43
H -0.03252 1.81761 0.01237 -0.27
H 8.72125 -1.44693 2.95446 0.32
H 0.14360 2.64252 -6.40718 0.36
H 4.22017 0.71304 -2.46570 0.16
H -2.26271 2.80183 -4.88129 -0.07
H -3.04552 -0.48217 -1.76596 -1.00
H -1.69738 3.39878 5.01130 0.36
H 1.97210 -3.50083 -2.39096 0.29
H -2.91194 3.66889 -2.79951 0.13
H -4.37543 -2.87376 0.07390 0.30
H -4.88263 1.57971 -5.08531 0.37
H 7.39628 -1.55770 4.04496 0.27
H 1.75939 0.93264 1.06508 0.26
H 4.44611 -3.14118 -2.24332 0.34
H 1.33413 5.35756 1.21397 0.28
H -2.00813 -2.56848 -0.12542 0.37
H 4.23679 -5.37316 2.12530 0.36
H 6.62376 0.46799 2.85430 0.33
H 2.93680 -0.32564 5.95334 0.22
H -0.35573 -2.78718 3.38682 -0.14
H 1.18118 2.70879 -2.82573 0.42
H -3.20434 5.90015 -2.89480 0.28
H 1.54873 4.14158 -0.02176 0.17
H -0.82575 1.28153 3.20686 0.12
H 6.80580 -2.54212 -2.40347 0.27
H -2.39186 -2.32389 -4.21907 0.29
H 0.94827 -0.01523 -1.36082 0.02
H -5.24162 2.82444 0.03211 0.41
H 0.04836 4.67879 3.04939 0.48
H 2.85275 -5.02922 0.28170 0.41
H -2.06525 0.00305 4.55525 0.16
H -3.64952 2.30693 -1.13456 -0.18
H -0.28939 1.81637 -2.86669 -0.07
H -0.60330 -5.55732 3.60324 0.25
H -3.20912 3.36875 4.04947 0.45
H 0.57248 3.09391 3.36541 0.26
H -2.55772 0.96082 -3.42436 -0.66
H -0.71020 -0.80358 -5.54791 0.11
H 0.99185 -0.34741 -5.32435 0.13
H 2.46547 -0.65118 0.48529 0.33
H -0.34087 3.38392 -2.16889 -0.01
H 1.26579 2.04272 -5.15386 0.55
H -3.33135 5.22896 -0.08214 0.18
H 5.88043 -1.99533 2.04242 -0.11
H 1.70396 -4.50428 2.99482 0.21
H 2.23315 -2.79480 -4.01519 0.41
H -4.57523 1.78781 1.27512 0.01
H -2.52135 -2.83078 -2.52725 0.69
H -1.89900 5.44641 -1.03988 0.15
H -5.02087 -1.14878 -1.69150 0.13
H 7.31204 -1.05430 -1.99248 0.28
H -4.34252 0.91177 -3.26719 0.45
H -3.36519 -0.39434 2.66377 0.09
H 4.66817 -0.23670 4.32301 0.45
H 0.24017 4.25740 -4.57391 0.51
H -5.76613 -0.17518 0.42889 0.06
H -0.79977 -5.92000 5.34603 0.38
H 0.94077 -4.16446 5.54530 0.40
H -1.17998 -1.72785 1.17716 -0.09
H 0.08288 0.00767 -6.85850 0.30
H 5.14534 0.21452 -3.87777 0.33
H -0.40085 -3.21028 5.51982 0.45
H -2.93029 6.76248 -0.67894 0.50
H -1.29155 -1.69038 -3.03715 -0.14
H -5.23537 -1.50630 -3.32347 0.28
H -2.28301 -0.81450 0.18817 -0.21
H 5.93831 0.83635 -2.46449 0.46
H 4.20983 -3.86063 0.34699 0.20
H -6.25203 0.70263 -0.97763 0.28
H 3.44537 -0.04012 2.92579 0.08

No. 6
17
Properties=species:S:1:pos:R:3:nbo_charge:R:1 method="wB97M-V/def2-TZVPD" gap_ev="4.243 / 3.582" relative_energy_kj_mol=108.52 homo_ev="-10.373 / -9.928" multiplicity=1 molar_mass_g_mol=291.08 total_energy_ev=-45064.2637 charge=+1
Lu -0.60176 0.29055 3.37844 1.93
O 2.05080 0.49256 -0.70826 -0.51
O 1.05987 0.57279 2.14841 -0.90
O 0.14190 -0.86689 0.71443 -0.53
C 1.12844 1.48204 -2.72135 -0.72
C -1.17856 -0.73531 1.38305 -0.50
C 1.19510 -0.13999 1.10300 0.69
C 1.54726 1.55423 -1.28954 0.42
C -1.83784 -2.10021 1.30443 -0.65
H -1.86780 -2.49315 0.27100 0.25
H 1.71867 2.18415 -3.33763 0.26
H -2.87586 -2.02432 1.66347 0.22
H 1.23842 0.47868 -3.15570 0.25
H -1.32942 -2.84718 1.93300 0.21
H -1.74222 -0.03947 0.73820 0.21
H 0.07151 1.78405 -2.78796 0.24
H 1.28152 2.40748 -0.63697 0.14